No. 1
14
Properties=species:S:1:pos:R:3 method="wB97M-V/def2-TZVPD" e_homo_ev=-12.65 homo_lumo_gap_ev=8.73 e_tot_ev=-14554.743 e_above_lowest_ev=0.322 charge=+1 spin_multiplicity=1
S -0.0055 0.2138 0.3883
N 0.7294 -2.4131 -1.0482
C 0.8197 1.6290 1.1699
C -1.5715 0.9954 -0.0710
H -1.7044 1.8932 0.5208
H 0.3147 -3.1916 -0.5301
H -0.0078 -1.8956 -1.5269
H 0.1863 1.9623 1.9831
H 1.0021 2.4014 0.4346
H 1.4725 -2.7002 -1.6834
H 1.0291 -1.7608 -0.2971
H 1.7417 1.2895 1.6402
H -1.5882 1.2261 -1.1292
H -2.4182 0.3506 0.1490

No. 2
16
Properties=species:S:1:pos:R:3 method="wB97M-V/def2-TZVPD" e_homo_ev=-8.21 homo_lumo_gap_ev=8.64 e_tot_ev=-28000.916 e_above_lowest_ev=1.203 charge=0 spin_multiplicity=1
S -1.2436 -0.7966 -2.8805
S -1.0069 0.9184 -1.6977
O 1.8345 -1.9927 -0.1766
O 3.3243 0.1684 1.9934
C -1.8565 0.0748 -0.2679
C -2.0011 1.0446 0.8948
H -2.8370 -0.0885 -0.7157
H -1.3274 0.9826 1.7570
H 1.7741 -1.1732 -0.6777
H 3.2646 0.7798 1.2687
H 3.9076 0.6806 2.5733
H -1.3221 -0.8412 -0.0662
H -1.8345 2.1014 0.6609
H 2.6513 -2.4324 -0.1909
H -3.0128 0.9035 1.2803
H -0.3143 -0.3297 -3.7554

No. 3
16
Properties=species:S:1:pos:R:3 method="wB97M-V/def2-TZVPD" e_homo_ev="-6.80 / -8.27" homo_lumo_gap_ev="7.21 / 8.47" e_tot_ev=-22085.105 e_above_lowest_ev=5.263 charge=0 spin_multiplicity=1
Si 0.1030 0.2899 0.2845
Si -2.9662 -0.5273 0.2906
O -1.3478 -0.4363 0.3513
O 0.5246 0.8472 1.7828
C 2.9656 -1.4617 0.1146
C 0.3540 1.4175 -1.2368
H 1.3317 1.7248 -1.3690
H -3.3813 -1.6908 0.8752
H 3.7152 -0.5839 0.0579
H -0.2407 0.7010 2.3535
H 0.1701 1.1072 -2.2568
H 2.9034 -1.9091 1.0333
H 2.8986 -2.3121 -0.5307
H -0.1597 2.3888 -1.3080
H -3.3646 -0.3371 -1.0822
H -3.5058 0.7817 0.6399

No. 4
15
Properties=species:S:1:pos:R:3 method="wB97M-V/def2-TZVPD" e_homo_ev=-11.01 homo_lumo_gap_ev=11.55 e_tot_ev=-8378.282 e_above_lowest_ev=0.270 charge=0 spin_multiplicity=1
O 1.6804 -2.4161 0.8971
O 1.4570 1.9654 0.7500
O -0.5970 -0.0321 0.8581
C -0.6508 -0.2480 -1.6070
C -1.3090 0.3726 -0.3540
H 0.3010 -0.7066 -1.3542
H 0.8499 1.2621 1.0119
H -1.3255 -0.9491 -2.0917
H -1.0986 -0.6316 1.4118
H 0.9864 -1.7601 0.7641
H -0.4234 0.5947 -2.2605
H -2.3820 0.2882 -0.2089
H 1.2047 2.7763 1.1974
H 2.3745 -1.9455 1.3730
H -1.0676 1.4299 -0.3872

No. 5
16
Properties=species:S:1:pos:R:3 method="wB97M-V/def2-TZVPD" e_homo_ev="0.49 / -3.05" s_squared=0.75 homo_lumo_gap_ev="2.87 / 6.41" e_tot_ev=-10425.133 e_above_lowest_ev=0.183 charge=-1 spin_multiplicity=2
O 4.0695 2.1770 0.3891
O 0.1336 -2.2834 -0.6512
O -1.5342 -0.6438 1.5439
O 2.1964 0.0767 -0.4354
C -1.8932 0.1964 0.6496
C -3.3051 0.2212 0.0260
H 1.5601 -0.6290 -0.6558
H -3.2619 0.0201 -1.0433
H -3.9252 -0.5529 0.4772
H -0.5717 -1.9444 -0.0653
H 0.6035 -2.9078 -0.0783
H 3.2921 1.7272 -0.0141
H -3.7257 1.2161 0.2352
H -1.1993 1.0020 0.2947
H 4.5126 2.6332 -0.3279
H 3.0486 -0.3088 -0.3444

No. 6
16
Properties=species:S:1:pos:R:3 method="wB97M-V/def2-TZVPD" e_homo_ev=-9.88 homo_lumo_gap_ev=10.67 e_tot_ev=-10425.320 e_above_lowest_ev=0.872 charge=0 spin_multiplicity=1
O -0.2669 -2.1975 1.9633
O -0.7400 3.2692 -5.8619
O 0.9454 0.3775 1.2516
O 2.3547 -2.0409 1.7606
C -1.4241 0.5653 1.2535
C -0.1253 0.1075 0.7189
H -1.8630 -0.3076 1.7668
H -2.2159 0.6862 0.5275
H 2.3629 -1.9749 2.7155
H 2.4853 -1.1343 1.4475
H -0.0926 3.9024 -6.1857
H 0.1186 -0.3299 -0.2565
H 0.7129 -2.1910 1.7502
H -0.2934 2.4210 -5.8664
H -1.4143 1.4686 1.8736
H -0.5443 -2.6216 1.1416

No. 7
16
Properties=species:S:1:pos:R:3 method="wB97M-V/def2-TZVPD" e_homo_ev=-10.18 homo_lumo_gap_ev=10.60 e_tot_ev=-10425.421 e_above_lowest_ev=0.772 charge=0 spin_multiplicity=1
O -0.3174 0.1083 -2.6614
O 0.8565 3.4866 -2.7455
O -2.5207 0.7271 -0.8959
O 1.5911 -1.9434 1.7613
C 0.1386 -1.1461 3.4536
C 0.7602 -2.2064 2.5909
H 1.4448 3.0590 -3.3761
H 0.4103 0.1131 -2.0265
H 0.4585 -3.2541 2.7743
H -0.0676 -0.2944 2.7974
H -1.7921 0.9428 -0.3067
H 0.8067 -0.7500 4.2028
H -2.2869 -0.0759 -1.3693
H 0.0131 3.5809 -3.1983
H -0.2255 -0.7751 -3.0412
H -0.8384 -1.4009 3.8631

No. 8
21
Properties=species:S:1:pos:R:3 method="wB97M-V/def2-TZVPD" e_homo_ev=-4.40 homo_lumo_gap_ev=7.70 e_tot_ev=-37111.390 charge=-1 spin_multiplicity=1
P -0.7778 -1.8891 -0.6301
P -1.8066 1.7056 0.2344
Al -0.4488 0.3769 -1.2369
O -3.1592 2.0942 -0.2985
O -2.3637 -2.2422 -0.7366
O 0.0243 -2.8222 -1.4294
O -0.5082 -2.2007 0.9568
N 2.2983 0.2529 0.0061
C 1.7733 0.3667 1.3466
C 1.4893 0.9231 -1.0304
H 1.5500 1.9968 -0.8740
H 1.9733 0.7426 -1.9845
H -2.5653 -3.0027 -0.1595
H 0.7595 0.7713 1.3513
H 1.7394 -0.5901 1.8541
H -0.9613 0.6917 -2.7173
H 2.3770 1.0382 1.9505
H -1.9629 1.1079 1.5275
H -0.8594 -1.4562 1.4850
H -1.0365 2.8432 0.6255
H 2.4652 -0.7080 -0.2406

No. 9
20
Properties=species:S:1:pos:R:3 method="wB97M-V/def2-TZVPD" e_homo_ev="-13.51 / -13.50" s_squared=0.75 homo_lumo_gap_ev="10.43 / 7.55" e_tot_ev=-19703.807 charge=+1 spin_multiplicity=2
In -1.0359 0.2948 -0.0302
O -2.1150 -0.3330 -2.7552
O -0.8917 2.6294 -1.8571
O -0.1788 0.4619 2.8280
O 0.5980 1.4085 4.6599
O 1.0748 0.1259 -2.0282
O -0.5697 -2.3501 -1.2170
C 0.5867 0.5065 3.7790
C 1.6646 -0.5461 3.9591
H -0.1649 3.1965 -2.1148
H -0.7551 -3.2828 -1.1076
H -2.9627 -0.1386 -3.1552
H 1.2293 -1.5074 3.6859
H -0.3584 -2.2548 -2.1457
H 1.5571 0.9206 -2.2565
H 1.0610 -0.3869 -2.8364
H 2.5202 -0.4560 3.2898
H 1.9853 -0.7029 4.9890
H -1.6700 3.0628 -2.2072
H -1.5745 -0.6483 -3.4796

No. 10
17
Properties=species:S:1:pos:R:3 method="wB97M-V/def2-TZVPD" e_homo_ev="-3.77 / -8.26" s_squared=0.75 homo_lumo_gap_ev="4.15 / 8.60" e_tot_ev=-9324.896 e_above_lowest_ev=1.051 charge=0 spin_multiplicity=2
O -1.1092 0.9827 -1.0598
O 0.5902 1.9136 -2.5815
N 0.0021 -0.3022 1.3996
N -0.2910 -1.7225 -0.4042
C 0.1894 -1.4689 0.8326
C 0.6042 -0.1482 2.7492
H 0.0689 0.4887 0.7762
H 1.3425 0.6399 2.7799
H 0.9664 -1.0041 3.2600
H 1.5239 1.6497 -2.6549
H 0.7633 -2.2325 1.2890
H -0.2053 0.1440 3.4235
H -0.3257 -0.9063 -0.9951
H -1.9826 1.0797 -1.3701
H 0.1314 1.7920 -3.4536
H -0.2544 -2.5973 -0.8675
H -0.6157 1.6508 -1.5158

No. 11
18
Properties=species:S:1:pos:R:3 method="wB97M-V/def2-TZVPD" e_homo_ev=-14.23 homo_lumo_gap_ev=11.12 e_tot_ev=-11369.664 e_above_lowest_ev=0.368 charge=+1 spin_multiplicity=1
O 1.2071 0.0130 -2.1482
O -2.0266 -2.0345 0.0198
O 1.1178 0.6677 2.5768
N -1.1547 0.3474 -1.4818
N 2.2495 0.5847 -0.2318
C 1.1736 0.3323 -0.9691
C -0.2226 0.4763 -0.3492
H -2.7030 -2.5787 -0.3819
H 3.1667 0.2681 -0.4620
H -0.6620 0.0882 -2.3537
H -1.8763 -0.3247 -1.2192
H 0.8308 1.4214 3.1420
H -1.6331 1.2498 -1.5589
H -2.2083 -2.2032 0.9587
H -0.2843 -0.3874 0.3147
H 1.2347 -0.1394 3.0813
H -0.3454 1.3021 0.3454
H 2.1361 0.9168 0.7173

No. 12
16
Properties=species:S:1:pos:R:3 method="wB97M-V/def2-TZVPD" e_homo_ev=-8.61 homo_lumo_gap_ev=9.50 e_tot_ev=-6721.394 e_above_lowest_ev=1.187 charge=0 spin_multiplicity=1
N 0.2776 1.2729 0.5139
N 0.9748 -1.7327 0.6185
N -0.2517 1.1313 -2.0287
C -0.5980 1.5091 -0.6221
C -0.3190 -1.7989 1.4580
H -0.2087 -1.5260 2.5700
H -0.8579 2.5237 -0.7061
H -1.1376 0.8710 -2.4577
H -0.8098 -2.8566 1.4468
H 1.0067 2.0009 0.4958
H 0.4906 0.3014 0.6516
H 1.6525 -2.2971 1.1462
H 0.6316 -2.1092 -0.2770
H -1.0861 -1.1695 0.9330
H -1.5508 0.9829 -0.5478
H 0.3668 0.3168 -1.9956

No. 13
17
Properties=species:S:1:pos:R:3 method="wB97M-V/def2-TZVPD" e_homo_ev=-9.15 homo_lumo_gap_ev=9.99 e_tot_ev=-8768.479 e_above_lowest_ev=1.335 charge=0 spin_multiplicity=1
O -0.8564 -1.6229 -1.7190
N 1.1892 2.0306 1.0917
N 0.0399 3.2252 2.9208
N -0.3975 -3.9274 -2.5308
C -1.1471 -3.0484 -1.7056
C 0.9875 3.2617 1.7721
H -0.7613 -4.5226 -3.2323
H -2.2772 -2.9717 -1.9906
H -1.2292 -3.2487 -0.5627
H 0.6316 4.0238 1.0298
H 0.3010 1.5761 1.1134
H 0.4109 2.4073 3.4102
H 1.9375 3.7477 2.0153
H 0.4366 -4.4096 -2.1920
H 1.5486 2.1497 0.1314
H 0.0308 -1.4944 -1.9231
H -0.8449 2.8235 2.3713

No. 14
17
Properties=species:S:1:pos:R:3 method="wB97M-V/def2-TZVPD" e_homo_ev=-8.11 homo_lumo_gap_ev=9.15 e_tot_ev=-8764.597 e_above_lowest_ev=5.217 charge=0 spin_multiplicity=1
O 1.3320 0.4245 -0.8030
N -0.4668 -0.6604 0.8048
N -1.1274 -0.6631 2.0601
N 2.1445 1.2937 -1.5395
C -0.1643 1.3878 -0.3694
C -1.0675 -1.5791 -0.1417
H 0.5532 -0.7267 0.8099
H -0.8547 0.1733 2.5657
H -0.9297 1.4476 0.4005
H 0.4811 2.2590 -0.2839
H -2.1068 -1.2919 -0.3000
H 3.0794 1.2844 -1.1347
H -0.6560 1.3079 -1.3325
H -1.0471 -2.6178 0.2155
H 2.2103 0.9498 -2.4965
H -0.5013 -1.5045 -1.0681
H -0.8792 -1.4845 2.6128

No. 15
18
Properties=species:S:1:pos:R:3 method="wB97M-V/def2-TZVPD" e_homo_ev=-8.86 homo_lumo_gap_ev=9.37 e_tot_ev=-10817.154 e_above_lowest_ev=1.221 charge=0 spin_multiplicity=1
O -0.9531 -3.4385 0.0569
O 2.8909 1.8089 -1.1308
N -0.4649 0.5843 1.1415
N -2.0973 0.8631 -0.4727
N 0.0127 0.0291 -1.0984
C 0.7792 0.2449 1.7691
C -0.7597 0.4252 -0.1720
H 1.4153 1.1041 2.0101
H 0.6222 -0.3074 2.7032
H -0.1110 -3.3834 -0.4120
H -2.5103 0.2457 -1.1552
H 2.5676 1.8084 -0.2283
H -1.2042 0.9776 1.6951
H -2.6681 0.9065 0.3581
H -0.8269 -2.7378 0.7062
H 3.4306 1.0083 -1.1243
H -0.4414 -0.6073 -1.7412
H 1.3333 -0.4384 1.1166

No. 16
18
Properties=species:S:1:pos:R:3 method="wB97M-V/def2-TZVPD" e_homo_ev=-8.71 homo_lumo_gap_ev=9.21 e_tot_ev=-29507.138 e_above_lowest_ev=1.018 charge=0 spin_multiplicity=1
S 0.3314 2.9232 -0.4852
S -0.8646 1.4357 0.3322
O 0.3165 -1.7376 -4.7768
O -1.4243 0.1010 -2.5901
N 0.5064 -0.6286 3.5288
C 0.7078 0.3735 2.4811
C -0.3373 0.1360 1.4424
H 1.7686 0.4523 2.2466
H 1.0126 2.1538 -1.3158
H 0.7248 -1.5813 3.2581
H -1.3315 -0.1559 1.8023
H 0.4983 1.3853 2.8770
H 0.0253 -1.9058 -3.8714
H 1.1078 -2.2775 -4.8126
H -1.9787 -0.1673 -3.3186
H -0.0927 -0.7308 0.8248
H 0.9862 -0.4610 4.4023
H -1.9567 0.6849 -2.0251

No. 17
17
Properties=species:S:1:pos:R:3 method="wB97M-V/def2-TZVPD" e_homo_ev=-10.10 homo_lumo_gap_ev=10.87 e_tot_ev=-9883.633 e_above_lowest_ev=1.567 charge=0 spin_multiplicity=1
O 1.3855 0.2189 -4.0370
O 1.6560 -0.0057 5.3684
O -3.5996 -1.4771 -0.9555
N 0.1243 0.9936 -0.4547
C 1.2472 0.5201 -0.7177
C -0.7811 0.1681 0.3286
H -0.8421 0.5024 1.3638
H 1.7060 0.6538 6.0645
H -1.8054 0.2955 0.0014
H -2.7547 -1.4580 -0.5045
H 2.0178 1.0544 -1.2706
H -3.8260 -0.6908 -1.4494
H 1.6168 -0.4775 -0.4188
H 0.8595 0.6397 -3.3524
H 1.7246 -0.8410 5.8278
H 2.2855 0.1986 -3.7082
H -0.3683 -0.8438 0.2861

No. 18
17
Properties=species:S:1:pos:R:3 method="wB97M-V/def2-TZVPD" e_homo_ev=-9.15 homo_lumo_gap_ev=9.80 e_tot_ev=-9884.188 e_above_lowest_ev=1.012 charge=0 spin_multiplicity=1
O -0.5059 -2.3241 0.7599
O -1.4433 0.7330 -0.5648
O 0.8313 -0.7547 3.4710
N 1.3306 0.1868 -1.2907
C 0.3735 1.0335 -2.0359
C -0.5835 1.7530 -1.0562
H 1.6752 -1.1546 3.2357
H 0.8228 0.0759 3.0017
H -0.0966 2.3370 -0.2573
H -0.2732 0.4059 -2.6884
H -0.5705 -1.5540 1.3166
H -0.9519 -3.0023 1.2850
H 0.9180 1.5711 -2.8126
H -1.9416 0.3619 -1.2804
H 1.3746 -0.7652 -1.6210
H 0.9898 0.1835 -0.3386
H -1.2052 2.4692 -1.5984

No. 19
18
Properties=species:S:1:pos:R:3 method="wB97M-V/def2-TZVPD" e_homo_ev=-9.86 homo_lumo_gap_ev=10.26 e_tot_ev=-11933.044 e_above_lowest_ev=0.714 charge=0 spin_multiplicity=1
O -2.9577 1.0046 0.2348
O 0.3239 2.2720 1.6210
O 1.5062 -1.4038 -0.5497
O 2.2083 -0.8015 -3.2555
N -0.5703 -0.5516 -0.9013
C 0.4310 -1.0450 -0.1085
C 0.1329 -1.0247 1.3725
H 0.8750 2.7028 2.2906
H 0.0561 -0.0399 1.8416
H -0.2583 -0.4325 -1.8584
H -3.3821 0.6913 1.0478
H -3.0049 1.9633 0.2954
H 0.9702 -1.4564 1.9294
H 1.0207 1.9323 1.0342
H -0.7640 -1.6379 1.5278
H -1.0352 0.2695 -0.5627
H 2.2529 -1.6554 -3.6768
H 2.1954 -0.7871 -2.2822

No. 20
18
Properties=species:S:1:pos:R:3 method="wB97M-V/def2-TZVPD" e_homo_ev=-9.46 homo_lumo_gap_ev=10.09 e_tot_ev=-11931.804 e_above_lowest_ev=1.953 charge=0 spin_multiplicity=1
O 0.5192 -2.5187 -0.2781
O 3.0907 -0.7877 0.4912
O -2.1317 2.0703 0.2709
O -2.8769 -0.6677 0.2188
N 0.7412 1.0328 0.0229
C 0.5846 -0.0874 -0.9458
C 0.1514 -1.3627 -0.2888
H -2.5466 2.4190 1.0660
H 2.7908 -1.7048 0.4909
H 4.0132 -0.8043 0.7667
H -2.8383 0.2788 -0.0153
H 1.4956 -0.2897 -1.5473
H -1.2432 1.8001 0.5447
H 1.3569 1.7204 -0.4528
H -0.1947 0.3048 -1.5902
H -3.7473 -0.8836 -0.1499
H -0.5104 -1.2434 0.6073
H 1.3455 0.7235 0.7888